DFT (wB97M-V/def2-TZVPD) results for a molecular structure, C44H63CrN6O4S at a distorted geometry.

For the largest force on an atom, the calculation gives 1.75 eV/Å. Its LUMO energy (alpha / beta) is 2.29 / 2.29 eV. Its total charge is -1. The value obtained for the total energy is -103042.9832 eV. The calculation puts the HOMO-LUMO gap (alpha / beta) at 4.118 / 6.895 eV. The multiplicity is 5. For the relative energy (zero: lowest compared OMol25 entry of this formula, charge and spin), the calculation gives 11.3 kcal per mole.

XYZ file:
```
119
Properties=species:S:1:pos:R:3:forces:R:3
Cr -1.04724 -0.93649 -0.90577 0.9 0.5 0.4
C -0.09049 -1.10092 -3.83905 0.3 0.0 0.0
N -1.35928 -0.88273 -3.13244 0.0 0.0 0.2
C -2.29535 -1.91687 -3.59427 -0.2 -0.3 -0.1
C -1.88148 0.47727 -3.42406 0.0 0.3 0.1
C -2.10438 1.33698 -2.17102 -0.3 0.0 -0.3
N -1.02600 1.17988 -1.18141 -0.2 0.0 -0.1
C -1.43875 1.75606 0.11639 -0.2 0.1 0.4
C -0.54223 1.46290 1.29118 0.0 -0.2 0.1
C 0.02522 2.49090 2.01992 0.0 0.0 0.1
C 0.63725 2.26445 3.24625 0.0 0.0 0.1
C 0.59771 0.96754 3.74912 0.1 0.1 -0.1
C 0.06254 -0.10635 3.05327 -0.2 -0.2 -0.3
C -0.45445 0.12580 1.74948 0.4 0.8 0.3
O -0.89058 -0.84664 0.99859 -0.3 -0.4 -0.4
C -0.08335 -1.48490 3.70240 -0.1 -0.1 0.0
C 0.49433 -1.52052 5.12085 -0.1 0.0 -0.2
C -1.58433 -1.80817 3.78611 0.1 0.0 -0.1
C 0.62904 -2.56825 2.88421 -0.1 0.1 0.0
C 1.26908 3.42384 4.01094 0.0 0.1 0.0
C 2.36544 4.05391 3.13988 -0.1 0.0 0.1
C 0.19535 4.47109 4.34365 0.1 -0.1 0.0
C 1.91887 2.98651 5.32767 -0.1 0.0 -0.2
C 0.15785 1.88650 -1.69067 0.4 -0.2 -0.1
C 1.50158 1.48871 -1.14817 -0.1 -0.2 0.0
C 2.43625 2.49635 -0.97359 0.1 0.0 0.1
C 3.77081 2.21898 -0.74190 0.0 0.1 0.0
C 4.12730 0.87153 -0.70262 0.0 0.1 0.1
C 3.22873 -0.17088 -0.84510 -0.2 -0.2 0.0
C 1.84486 0.12377 -1.03982 0.3 0.8 0.1
O 0.94042 -0.81060 -1.17230 -0.9 -0.8 -0.1
C 3.71088 -1.62171 -0.83461 0.0 -0.1 0.0
C 3.34212 -2.28735 -2.16960 0.0 0.0 0.1
C 3.03489 -2.35994 0.32476 0.0 0.1 -0.1
C 5.22656 -1.74307 -0.65153 -0.2 0.0 0.0
C 4.84021 3.29787 -0.61479 0.1 0.1 0.0
C 4.25180 4.70898 -0.69815 0.0 -0.2 0.0
C 5.85460 3.14077 -1.75875 -0.1 0.0 0.1
C 5.56321 3.16201 0.73184 -0.1 0.0 -0.1
H -0.23457 -1.04215 -4.92656 -0.1 0.0 0.0
H 0.29506 -2.08586 -3.58086 0.0 0.0 0.0
H 0.64894 -0.36635 -3.53037 0.0 0.0 0.0
H -2.49351 -1.80666 -4.66936 0.1 0.1 0.0
H -3.23199 -1.86125 -3.05049 0.0 0.1 0.0
H -1.86504 -2.90103 -3.41447 0.0 0.0 0.0
H -2.84077 0.40754 -3.94493 0.1 0.0 0.0
H -1.18860 0.97389 -4.11111 -0.1 -0.1 0.0
H -3.04160 1.05595 -1.69724 0.0 0.1 0.0
H -2.18718 2.38920 -2.48752 0.0 0.0 0.1
H -2.43227 1.35821 0.34272 0.0 0.0 -0.1
H -1.53795 2.84530 0.00580 0.0 0.0 -0.1
H -0.04152 3.50084 1.62761 0.0 0.0 0.0
H 1.00101 0.79234 4.73366 0.0 -0.1 0.0
H -0.01901 -0.81733 5.77780 0.0 0.0 0.1
H 1.56032 -1.28811 5.11851 0.1 0.0 0.1
H 0.36914 -2.52280 5.53226 0.0 0.0 0.0
H -2.09984 -1.05258 4.38112 0.0 0.0 0.0
H -1.74245 -2.78436 4.24868 0.0 -0.1 0.0
H -2.02864 -1.82568 2.79349 -0.1 0.0 0.0
H 1.70152 -2.37948 2.86437 0.1 0.0 0.0
H 0.25075 -2.58705 1.86655 0.0 0.0 -0.1
H 0.46045 -3.54938 3.33285 0.0 0.0 0.1
H 1.96077 4.41665 2.19604 0.0 0.0 -0.1
H 3.12301 3.30331 2.91376 0.0 0.0 0.0
H 2.83650 4.88939 3.66302 0.1 0.1 0.0
H -0.26015 4.86939 3.43820 0.0 0.0 0.0
H 0.63311 5.30041 4.90426 0.0 0.1 0.0
H -0.59013 4.01602 4.94769 -0.1 0.0 0.0
H 2.69912 2.24561 5.15304 0.0 -0.1 0.0
H 1.18269 2.56842 6.01419 0.0 0.0 0.1
H 2.37265 3.85553 5.80719 0.0 0.0 0.0
H 0.01632 2.96714 -1.54401 -0.1 -0.1 0.0
H 0.19824 1.72566 -2.77303 -0.1 0.0 0.1
H 2.09075 3.52000 -1.04105 0.0 0.1 0.0
H 5.16912 0.63305 -0.54602 0.0 0.0 0.0
H 2.26291 -2.28184 -2.29357 0.0 0.0 -0.1
H 3.69368 -3.32089 -2.18964 0.0 -0.1 0.0
H 3.79923 -1.74583 -3.00043 0.0 0.0 -0.1
H 1.95571 -2.30763 0.21995 -0.1 0.0 0.1
H 3.31707 -1.89026 1.26751 0.0 0.0 0.1
H 3.33919 -3.40856 0.35023 0.0 -0.1 0.0
H 5.76781 -1.25634 -1.46448 0.1 0.0 0.0
H 5.50252 -2.79853 -0.64708 0.0 0.0 0.0
H 5.54577 -1.31100 0.29769 0.1 0.0 0.0
H 3.77636 4.87739 -1.66481 -0.1 0.0 0.0
H 5.04787 5.44566 -0.57949 0.0 0.0 0.0
H 3.51746 4.87139 0.09074 -0.1 0.1 0.0
H 5.34862 3.21832 -2.72173 0.0 0.0 -0.1
H 6.35130 2.17254 -1.71451 0.0 0.0 0.0
H 6.61738 3.92064 -1.70259 0.1 0.0 0.0
H 4.85100 3.28073 1.54746 0.0 0.0 0.1
H 6.33702 3.92675 0.82862 0.0 0.0 0.0
H 6.03203 2.18373 0.82934 0.0 0.0 0.0
N -8.52687 -2.88431 -4.22522 0.1 0.0 0.0
C -7.59012 -2.40018 -3.30003 -0.2 -0.2 0.4
C -7.69748 -2.74775 -1.94549 0.1 0.2 -0.4
C -6.78949 -2.25520 -1.02668 -0.1 -0.2 0.1
C -5.78816 -1.39427 -1.42974 0.3 0.2 -0.3
C -5.70763 -0.99584 -2.76056 -0.3 -0.2 0.3
C -6.59253 -1.51825 -3.69319 0.3 0.2 0.0
S -4.60163 -0.78194 -0.25333 0.6 0.7 0.5
O -4.57783 0.66529 -0.43336 0.0 -0.3 -0.2
O -4.99555 -1.23387 1.05319 -0.1 -0.2 -0.2
N -3.12635 -1.30436 -0.69275 -0.8 1.0 -0.1
C -2.89399 -2.64947 -0.68098 -0.2 -1.7 0.1
N -3.84695 -3.54733 -0.62781 0.1 0.6 0.0
C -3.43112 -4.86478 -0.70481 0.0 -0.4 0.0
C -2.09263 -5.20974 -0.81394 -0.1 0.2 0.0
C -1.14967 -4.20194 -0.85324 0.5 -0.4 -0.1
N -1.56126 -2.88084 -0.80486 -0.2 0.6 -0.1
H -8.98209 -3.73217 -3.92338 0.0 0.0 -0.1
H -8.16452 -2.97083 -5.16261 0.0 0.0 0.0
H -8.48768 -3.41916 -1.63412 0.0 0.0 0.1
H -6.84356 -2.53354 0.01580 0.1 -0.1 0.0
H -4.98100 -0.24997 -3.04709 0.1 0.0 -0.1
H -6.50461 -1.23712 -4.73671 -0.1 0.1 0.0
H -4.22127 -5.60310 -0.66261 0.1 -0.1 0.0
H -1.79011 -6.24716 -0.86971 0.0 0.0 0.0
H -0.08210 -4.36943 -0.89271 0.0 -0.1 0.0
```
Forces are in eV/Å.